# 1
DFT (wB97M-V/def2-TZVPD) results for the ion C2H7N4O with charge +1 in a non-equilibrium geometry.

## Properties
SMILES string: [NH3+][C@H]1NNNC1=O
gap between HOMO and LUMO: 9.86 eV
multiplicity: 1
E_LUMO: -3.5248 eV
total charge: +1

Element x y z (Å)
N1 1.183 -1.214 -0.543
C1 0.378 -0.461 0.593
N2 0.717 0.950 0.582
N3 -0.134 1.510 -0.437
N4 -1.506 0.834 -0.302
C2 -1.436 -0.396 0.111
O1 -2.233 -1.233 0.311
H1 1.936 -1.566 -0.065
H2 0.736 -2.079 -0.945
H3 1.318 -0.413 -1.158
H4 0.482 -0.916 1.550
H5 0.960 1.423 1.395
H6 -0.077 2.501 -0.316
H7 -2.325 1.063 -0.777

Results of the natural (NBO) charge analysis, in e, for atoms 1 through 5: -0.706 -0.037 -0.488 -0.299 -0.489

# 2
DFT (wB97M-V/def2-TZVPD) results for a cluster of 2 separate species, C2H7N4O in total in a non-equilibrium geometry.

## Properties
gap between HOMO and LUMO: 10.18 eV
multiplicity: 1
E_LUMO: -4.3693 eV
total charge: +1

Element x y z (Å)
C1 -1.754 0.787 -0.185
C2 0.450 -0.352 0.545
N1 -1.083 1.722 -0.281
N2 1.382 0.444 0.158
N3 2.418 0.090 -0.637
N4 -2.779 -0.033 0.032
O1 1.322 1.800 0.252
H1 -0.414 0.101 1.005
H2 0.372 -1.372 0.300
H3 0.264 2.003 -0.036
H4 2.807 -0.890 -0.517
H5 2.999 0.875 -0.872
H6 -2.896 -0.763 -0.742
H7 -3.581 0.581 -0.064

Results of the natural (NBO) charge analysis, in e, for atoms 1 through 5: 0.533 -0.115 -0.426 0.230 -0.601

# 3
DFT (wB97M-V/def2-TZVPD) results for the ion C2H7N4O with charge +1 in a non-equilibrium geometry.

## Properties
gap between HOMO and LUMO (spin up / spin down): 7.32 / 6.04 eV
multiplicity: 3
E_LUMO (spin up / spin down): -3.7031 / -7.8362 eV
total charge: +1

Element x y z (Å)
C1 -0.897 1.307 0.168
C2 0.325 -0.187 -0.800
N1 -1.289 2.401 0.308
N2 -1.045 0.082 -0.384
N3 -1.807 -1.051 -0.058
N4 2.055 -0.849 0.681
O1 1.228 0.227 0.066
H1 0.584 -1.229 -1.032
H2 0.567 0.348 -1.775
H3 -1.002 3.260 0.969
H4 -1.285 -1.964 0.245
H5 -2.697 -0.817 0.335
H6 2.661 -1.266 -0.007
H7 2.601 -0.262 1.283

Results of the natural (NBO) charge analysis, in e, for atoms 1 through 5: 0.378 0.046 -0.517 -0.125 -0.393

# 4
DFT (wB97M-V/def2-TZVPD) results for the ion C2H7N4O2 with charge +1 in a non-equilibrium geometry.

## Properties
SMILES string: NC(/C=[N+](/[O-])O)=N\[NH3+]
gap between HOMO and LUMO: 9.02 eV
multiplicity: 1
E_LUMO: -4.3654 eV
total charge: +1

Element x y z (Å)
N1 1.260 0.046 1.190
C1 0.163 -0.092 0.375
C2 -0.884 -0.792 0.990
N2 -2.136 -0.859 0.538
O1 -2.993 -1.448 1.152
O2 -2.454 -0.272 -0.635
N3 0.146 0.344 -0.986
N4 1.359 0.892 -1.557
H1 1.067 -0.315 2.198
H2 2.104 0.375 0.896
H3 -0.575 -1.097 2.016
H4 -1.775 0.314 -0.958
H5 2.022 1.316 -0.877
H6 0.949 1.522 -2.274
H7 1.747 0.067 -2.069

Results of the natural (NBO) charge analysis, in e, for atoms 1 through 5: -0.774 0.422 -0.240 0.486 -0.279

Table of molar mass (Da), in record order: 103.10 103.10 103.10 119.10